C23H24BCl2IN4 | ωB97M-V/def2-TZVPD

Summary:
max |F| = 2.5 eV/Å
HOMO level = -9.2 eV
Kohn-Sham gap = 0.3256 hartree
SMILES = C/C(Cl)=C(/Cl)BI.c1ccncc1.c1ccncc1.c1ccncc1.c1ccncc1

CARTESIAN COORDINATES (ANGSTROEM)
C 0.111 -1.519 2.348
C 1.231 -2.162 3.056
Cl 0.758 -3.406 4.170
C 2.480 -1.859 2.910
Cl 3.738 -2.677 3.775
B 2.912 -0.734 1.939
I 4.226 -1.011 0.284
H -0.608 -2.283 2.105
H -0.346 -0.762 2.972
H 0.408 -1.058 1.414
H 2.464 0.352 2.086
N 2.005 2.250 -0.077
C 1.975 3.563 -0.296
C 1.639 4.131 -1.515
C 1.318 3.288 -2.567
C 1.346 1.920 -2.358
C 1.694 1.456 -1.099
H 2.235 4.186 0.553
H 1.628 5.206 -1.635
H 1.050 3.692 -3.535
H 1.102 1.224 -3.150
H 1.724 0.393 -0.891
N -0.998 -1.131 -2.447
C -1.582 -0.840 -3.611
C -1.392 -1.583 -4.768
C -0.549 -2.680 -4.718
C 0.067 -2.995 -3.517
C -0.193 -2.193 -2.418
H -2.230 0.023 -3.608
H -1.894 -1.305 -5.685
H -0.375 -3.283 -5.600
H 0.734 -3.843 -3.434
H 0.265 -2.402 -1.456
N 2.413 -0.196 7.631
C 2.744 0.898 8.312
C 3.817 1.714 7.986
C 4.594 1.371 6.892
C 4.266 0.234 6.172
C 3.170 -0.511 6.580
H 2.111 1.128 9.163
H 4.037 2.593 8.576
H 5.442 1.980 6.605
H 4.846 -0.072 5.311
H 2.877 -1.405 6.044
N -4.540 0.114 -4.151
C -5.403 0.021 -3.143
C -6.777 -0.058 -3.311
C -7.283 -0.036 -4.600
C -6.400 0.062 -5.662
C -5.044 0.133 -5.384
H -4.963 0.010 -2.151
H -7.431 -0.135 -2.453
H -8.350 -0.094 -4.774
H -6.753 0.084 -6.684
H -4.317 0.207 -6.186